1.
The following is a quantum chemistry calculation of C6H12O in the gas phase in a non-equilibrium geometry, from the OMol25 dataset.

The geometry in XYZ format:
```
19
Properties=species:S:1:pos:R:3:nbo_charge:R:1
C 0.811 -1.111 -0.984 -0.661
C 0.399 -1.940 0.209 -0.419
C -0.319 -0.959 1.138 -0.402
C -1.090 0.160 0.416 -0.471
C -0.524 1.384 0.125 0.444
C 0.492 1.789 -0.901 -0.690
O -1.015 2.470 0.761 -0.660
H -0.368 -0.534 -0.989 0.251
H 1.028 -1.680 -1.898 0.208
H 1.771 -0.570 -0.764 0.197
H -0.305 -2.685 -0.171 0.194
H 1.193 -2.454 0.763 0.202
H 0.418 -0.457 1.782 0.192
H -1.011 -1.472 1.813 0.215
H -2.125 0.256 0.754 0.201
H 0.239 2.797 -1.251 0.233
H 0.474 1.068 -1.720 0.249
H 1.524 1.813 -0.542 0.232
H -1.593 2.127 1.460 0.486
```

Output
SMILES string   CCC/C=C(\C)O
Multiplicity   1
Orbital gap   0.319 Eh
Relative energy (zero: lowest compared OMol25 entry of this formula, charge and spin)   80.6 kcal/mol
HOMO   -7.819 eV

---

2.
The following is a quantum chemistry calculation of 6 unconnected molecules or ions with the total composition C12H39N3O6 in a non-equilibrium geometry, from the OMol25 dataset.

The geometry in XYZ format:
```
60
Properties=species:S:1:pos:R:3:nbo_charge:R:1
C -7.723 -25.830 -16.909 -0.259
O -8.400 -27.061 -16.698 -0.594
C -7.748 -27.906 -15.770 -0.074
C -8.455 -29.260 -15.668 -0.073
C -7.740 -30.200 -14.717 -0.615
N -8.573 -29.939 -16.955 -0.833
H -6.714 -25.982 -17.290 0.195
H -7.675 -25.234 -15.990 0.180
H -8.333 -25.236 -17.588 0.197
H -6.676 -27.966 -16.003 0.177
H -7.714 -27.454 -14.764 0.165
H -9.438 -29.028 -15.247 0.185
H -7.655 -29.835 -13.694 0.208
H -6.732 -30.404 -15.096 0.204
H -8.221 -31.175 -14.783 0.234
H -7.668 -30.072 -17.405 0.364
H -9.034 -29.323 -17.625 0.371
C -4.244 -25.157 -19.661 -0.248
O -5.543 -25.715 -19.661 -0.560
C -5.795 -26.621 -20.724 -0.096
C -5.356 -28.015 -20.338 -0.088
C -5.376 -29.004 -21.513 -0.614
N -6.127 -28.605 -19.219 -0.825
H -4.048 -24.797 -18.653 0.188
H -4.210 -24.292 -20.330 0.167
H -3.484 -25.883 -19.954 0.172
H -6.883 -26.646 -20.863 0.203
H -5.462 -26.208 -21.684 0.175
H -4.285 -28.037 -20.097 0.178
H -6.201 -28.740 -22.192 0.195
H -5.583 -30.028 -21.212 0.227
H -4.486 -28.956 -22.141 0.209
H -7.051 -28.785 -19.621 0.369
H -6.336 -27.770 -18.661 0.346
C -12.234 -27.676 -21.253 -0.242
O -12.700 -27.833 -19.932 -0.532
C -12.873 -26.607 -19.277 -0.053
C -13.694 -26.826 -18.020 -0.065
C -15.171 -27.190 -18.187 -0.608
N -13.548 -25.764 -17.022 -0.848
H -11.179 -27.392 -21.302 0.168
H -12.806 -26.913 -21.788 0.161
H -12.352 -28.642 -21.739 0.191
H -11.924 -26.134 -18.988 0.151
H -13.370 -25.874 -19.933 0.156
H -13.216 -27.741 -17.621 0.160
H -15.669 -26.410 -18.768 0.201
H -15.667 -27.276 -17.224 0.206
H -15.217 -28.134 -18.731 0.216
H -13.900 -26.136 -16.139 0.345
H -12.566 -25.708 -16.709 0.384
O -10.880 -26.232 -15.760 -0.975
H -10.714 -26.418 -14.830 0.471
H -10.156 -26.693 -16.242 0.494
O -9.333 -25.182 -20.911 -0.955
H -9.655 -24.542 -20.264 0.478
H -9.003 -24.646 -21.641 0.484
O -9.050 -27.699 -19.320 -0.988
H -9.411 -26.943 -19.808 0.489
H -8.881 -27.363 -18.415 0.481
```

Output
SMILES string   COC[C@H](C)N.COC[C@H](C)N.COC[C@H](C)N.O.O.O
Multiplicity   1
Orbital gap   0.329 Eh
Relative energy (zero: lowest compared OMol25 entry of this formula, charge and spin)   9.8 kcal/mol
HOMO   -8.727 eV

---

3.
The following is a quantum chemistry calculation of a molecular structure, C39H46CuN6O2Te, from the OMol25 dataset.

The geometry in XYZ format:
```
95
Properties=species:S:1:pos:R:3:mulliken_spin:R:1
Cu -1.783 0.259 -0.424 0.606
N -4.136 -4.995 -2.688 0.000
C -3.672 -3.878 -2.062 -0.001
C -4.419 -2.695 -2.038 0.001
C -3.893 -1.587 -1.413 -0.004
N -2.704 -1.572 -0.809 0.031
C -1.989 -2.698 -0.839 -0.005
C -2.423 -3.861 -1.433 0.006
H -5.061 -5.021 -3.072 0.000
H -3.623 -5.855 -2.644 0.000
H -5.387 -2.638 -2.517 0.000
H -4.439 -0.651 -1.403 0.001
H -1.015 -2.654 -0.369 0.003
H -1.790 -4.738 -1.426 0.001
C 6.182 1.764 4.973 0.000
C 5.147 1.572 3.900 0.001
C 5.385 0.738 2.816 -0.001
C 4.438 0.539 1.817 -0.001
C 4.787 -0.400 0.696 0.003
C 3.195 1.186 1.902 0.003
Te 1.716 0.831 0.377 0.030
N -0.239 0.212 -1.450 0.493
C -0.377 -0.109 -2.714 -0.208
O -1.439 -0.510 -3.261 0.005
C 0.846 -0.003 -3.607 0.024
C 1.862 0.916 -3.376 0.035
C 2.950 1.002 -4.234 -0.002
C 3.037 0.158 -5.331 -0.001
C 2.024 -0.762 -5.571 0.002
C 0.933 -0.833 -4.720 -0.001
C 1.604 -1.214 0.974 0.010
C 1.389 -1.465 2.328 -0.004
C 1.336 -2.755 2.826 0.001
C 1.504 -3.826 1.959 0.000
C 1.751 -3.582 0.621 0.000
C 1.815 -2.285 0.101 -0.005
C 2.159 -2.118 -1.350 0.001
C 2.947 2.039 2.983 -0.001
C 1.654 2.789 3.184 0.001
C 3.923 2.216 3.961 -0.001
H 7.132 1.316 4.685 0.000
H 5.868 1.302 5.911 0.000
H 6.354 2.822 5.173 0.000
H 6.341 0.231 2.739 0.000
H 5.860 -0.591 0.682 0.000
H 4.492 -0.001 -0.276 0.002
H 4.275 -1.358 0.813 -0.001
H 1.800 1.568 -2.515 -0.001
H 3.731 1.727 -4.042 0.000
H 3.888 0.218 -5.998 0.000
H 2.086 -1.421 -6.427 0.000
H 0.122 -1.525 -4.903 0.003
H 1.280 -0.632 3.012 0.001
H 1.173 -2.920 3.883 0.000
H 1.469 -4.843 2.329 0.000
H 1.924 -4.413 -0.054 0.000
H 2.781 -2.951 -1.682 0.000
H 2.693 -1.185 -1.532 0.002
H 1.265 -2.088 -1.971 -0.001
H 0.984 2.711 2.331 -0.004
H 1.851 3.846 3.369 0.000
H 1.125 2.407 4.061 0.000
H 3.715 2.882 4.793 0.000
C -2.793 2.139 1.683 0.012
C -3.388 2.441 3.078 0.001
N -3.537 1.210 3.855 0.000
C -4.466 0.321 3.163 -0.001
C -3.996 0.065 1.712 -0.005
N -2.673 0.677 1.501 -0.060
C -1.743 0.157 2.522 0.011
C -2.235 0.549 3.934 0.001
H -1.792 2.557 1.564 -0.001
H -3.407 2.530 0.873 0.001
H -4.371 2.907 2.993 0.000
H -2.748 3.126 3.637 -0.001
H -5.460 0.772 3.178 0.000
H -4.519 -0.613 3.726 0.000
H -4.677 0.508 0.982 0.001
H -3.916 -0.999 1.486 0.001
H -0.756 0.567 2.303 0.005
H -1.684 -0.925 2.394 -0.006
H -1.535 1.234 4.416 0.000
H -2.328 -0.330 4.576 0.000
O -2.903 1.848 -1.338 0.012
N -2.473 2.204 -2.527 -0.003
C -1.308 2.864 -2.638 0.008
C -0.838 3.245 -3.877 -0.003
C -1.572 2.940 -5.010 0.002
C -2.763 2.250 -4.869 -0.004
C -3.186 1.874 -3.615 0.004
H -0.802 3.033 -1.701 -0.001
H 0.108 3.761 -3.936 0.000
H -1.209 3.218 -5.989 0.000
H -3.358 1.963 -5.723 0.000
H -4.071 1.296 -3.406 0.001
```

Output
Multiplicity   2
Orbital gap (spin up / spin down)   0.273 / 0.268 Eh
Relative energy (zero: lowest compared OMol25 entry of this formula, charge and spin)   0.0 kcal/mol
HOMO (spin up / spin down)   -6.924 / -7.019 eV

---

4.
The following is a quantum chemistry calculation of C4H8S2 in the gas phase in a non-equilibrium geometry, from the OMol25 dataset.

The geometry in XYZ format:
```
14
Properties=species:S:1:pos:R:3:nbo_charge:R:1
C 1.286 -1.850 1.694 -0.787
S 1.434 -1.174 0.056 0.202
C 1.089 0.592 0.193 -0.542
C -0.308 0.789 0.702 -0.500
C -1.260 0.418 -0.404 -0.250
S -2.009 1.394 -1.405 0.084
H 0.292 -2.244 2.030 0.213
H 1.875 -2.729 1.714 0.237
H 1.687 -1.164 2.502 0.222
H 1.984 0.924 0.816 0.242
H 1.106 0.894 -0.914 0.249
H -0.623 -0.041 1.489 0.213
H -0.615 1.754 1.211 0.238
H -1.349 -0.606 -0.366 0.180
```

Output
SMILES string   CSCCC=S
Multiplicity   1
Orbital gap   0.309 Eh
Relative energy (zero: lowest compared OMol25 entry of this formula, charge and spin)   44.9 kcal/mol
HOMO   -8.543 eV

---

Q: multiplicity of number 3 (C39H46CuN6O2Te)?
A: 2

---

Q: Which value of relative energy (zero: lowest compared OMol25 entry of this formula, charge and spin) does entry 1 give?
A: 80.6 kcal/mol

---

Q: What is the formula in the fourth record?
A: C4H8S2

---

Q: Which of these has the highest relative energy (zero: lowest compared OMol25 entry of this formula, charge and spin)?
A: C6H12O